This record from OMol25 describes a molecular structure, C58H47Cl4FIrN4O9Te. The level of theory is wB97M-V/def2-TZVPD.

Values from the calculation:
Relative energy (zero: lowest compared OMol25 entry of this formula, charge and spin) = 0.000 eV
Orbital gap = 0.174 Ha
2S+1 = 2
Charge = 0

The geometry in XYZ format:
```
125
Properties=species:S:1:pos:R:3:forces:R:3
Ir 1.576 0.236 0.428 -0.2 -0.1 -0.2
C 3.309 -4.461 5.586 0.0 0.0 0.0
C 3.243 -3.466 4.458 0.0 0.0 0.0
C 4.291 -3.307 3.559 0.0 0.0 0.0
C 4.223 -2.416 2.500 0.0 0.0 0.1
C 5.422 -2.290 1.616 0.0 -0.1 0.0
O 6.524 -2.133 2.107 0.0 0.1 0.0
C 5.273 -2.475 0.143 0.0 0.0 0.0
C 4.243 -3.249 -0.378 0.0 0.0 0.0
C 4.207 -3.532 -1.736 0.0 0.0 0.0
C 5.162 -2.990 -2.584 0.0 0.0 0.0
C 6.178 -2.191 -2.069 0.0 0.0 0.0
C 6.248 -1.958 -0.706 0.0 0.0 0.0
C 3.099 -1.582 2.319 0.0 0.0 -0.1
O 3.136 -0.714 1.332 0.1 0.3 0.3
C 2.059 -1.688 3.276 0.1 0.0 0.0
C 2.143 -2.639 4.293 0.0 0.0 0.0
C 0.983 -0.667 3.325 0.1 0.0 -0.1
N 1.257 0.592 3.314 0.0 -0.1 0.4
C 2.632 0.987 3.606 -0.1 0.0 -0.1
C 2.679 2.419 4.121 0.0 0.0 0.0
Te 3.170 3.980 2.762 -0.1 0.0 -0.1
C 4.776 3.333 1.590 0.1 0.0 0.1
C 4.860 2.099 0.957 0.0 0.1 -0.1
C 5.903 1.858 0.076 0.0 0.0 0.0
C 6.858 2.834 -0.167 0.0 0.0 0.0
C 6.772 4.068 0.464 0.0 0.0 0.0
C 5.726 4.325 1.335 0.0 0.0 0.0
C -0.429 -1.087 3.526 0.0 0.0 0.0
C -0.835 -2.395 3.290 0.0 0.0 -0.1
C -2.157 -2.768 3.486 0.0 0.0 0.0
C -3.081 -1.835 3.928 0.0 0.0 0.0
C -2.679 -0.528 4.179 0.0 0.0 0.0
C -1.362 -0.158 3.983 0.0 0.0 0.1
H 4.231 -5.041 5.538 0.0 0.0 0.0
H 2.472 -5.162 5.549 0.0 0.0 0.0
H 3.278 -3.967 6.559 0.0 0.0 0.0
H 5.195 -3.898 3.668 0.0 0.0 0.0
H 3.475 -3.638 0.280 0.0 0.0 0.0
H 3.425 -4.168 -2.132 0.0 0.0 0.0
H 5.113 -3.188 -3.648 0.0 0.0 0.0
H 6.921 -1.766 -2.732 0.0 0.0 0.0
H 7.056 -1.380 -0.275 0.0 0.0 0.0
H 1.328 -2.693 5.008 0.0 0.0 0.0
H 3.300 0.856 2.760 0.0 0.0 0.0
H 3.030 0.339 4.396 0.0 0.0 0.0
H 3.403 2.538 4.927 0.0 0.0 0.0
H 1.695 2.731 4.476 0.0 0.0 0.0
H 4.121 1.331 1.092 -0.1 -0.1 0.0
H 5.939 0.906 -0.436 0.0 0.0 0.0
H 7.664 2.638 -0.863 0.0 0.0 0.0
H 7.511 4.834 0.271 0.0 0.0 0.0
H 5.655 5.295 1.815 0.0 0.0 0.0
H -0.127 -3.116 2.903 0.0 0.0 0.0
H -2.468 -3.781 3.263 0.0 0.0 0.0
H -4.116 -2.123 4.070 0.0 0.0 0.0
H -3.400 0.205 4.518 0.0 0.0 0.0
H -1.036 0.858 4.155 0.0 0.0 0.0
C -4.757 3.968 0.820 0.0 0.0 0.0
C -3.705 4.657 -0.036 -0.1 0.0 0.0
N -2.602 3.761 -0.373 0.1 0.0 -0.2
C -1.529 3.724 0.441 -0.1 -0.1 0.1
C -0.494 2.850 0.328 0.1 0.0 -0.1
C 0.639 2.963 1.295 -0.1 0.1 0.0
O 0.554 3.840 2.171 0.2 0.0 0.0
O 1.696 2.251 1.136 0.0 -0.1 0.2
C -0.547 1.896 -0.726 -0.3 -0.1 0.3
O 0.177 0.899 -0.833 0.2 0.2 -0.6
C -1.622 2.027 -1.697 0.1 0.0 -0.1
C -1.666 1.133 -2.761 0.1 0.0 0.0
C -2.782 1.073 -3.538 -0.1 0.0 0.0
F -2.811 0.212 -4.582 0.0 0.0 0.0
C -3.914 1.838 -3.248 -0.1 0.0 0.1
C -3.841 2.771 -2.228 0.0 0.0 0.0
C -2.684 2.891 -1.455 -0.1 0.1 0.1
N -5.168 1.616 -3.876 0.1 0.1 -0.2
C -5.423 0.386 -4.611 0.0 -0.1 0.1
C -6.945 0.281 -4.809 0.0 0.0 0.0
N -7.585 1.095 -3.722 0.0 0.0 0.0
C -7.369 2.565 -3.973 0.0 0.0 0.0
C -5.910 2.729 -4.430 0.0 0.0 0.0
H -5.546 4.672 1.090 0.0 0.0 0.0
H -4.308 3.584 1.736 0.0 0.0 0.0
H -5.201 3.119 0.299 0.0 0.0 0.0
H -3.279 5.510 0.491 0.0 0.0 0.0
H -4.128 5.046 -0.962 0.0 0.0 0.0
H -1.529 4.431 1.261 0.0 0.0 0.0
H -0.838 0.456 -2.930 0.0 0.0 0.0
H -4.735 3.318 -1.961 0.0 0.0 0.0
H -5.065 -0.455 -4.020 0.0 0.0 0.0
H -4.936 0.342 -5.589 0.0 0.0 0.0
H -7.298 -0.744 -4.737 0.0 0.0 0.0
H -7.282 0.707 -5.752 0.0 0.0 0.0
H -7.094 0.869 -2.851 0.0 0.0 0.0
H -8.573 0.877 -3.610 0.0 0.0 0.0
H -7.566 3.074 -3.031 0.0 0.0 0.0
H -8.092 2.887 -4.720 0.0 0.0 0.0
H -5.516 3.675 -4.069 0.0 0.0 0.0
H -5.847 2.748 -5.526 0.0 0.0 0.0
Cl 3.556 -0.701 -5.883 0.0 0.0 0.0
C 2.858 -0.941 -4.319 0.0 0.0 0.0
C 2.041 -2.032 -4.070 0.0 0.0 0.0
Cl 1.715 -3.181 -5.321 0.0 0.0 0.0
C 1.493 -2.220 -2.795 0.0 0.0 -0.1
Cl 0.520 -3.600 -2.435 0.0 0.0 0.0
C 1.764 -1.332 -1.764 0.1 -0.1 0.1
O 1.316 -1.497 -0.528 0.0 -0.1 0.0
C 2.575 -0.209 -2.034 0.1 0.0 0.0
O 2.804 0.650 -1.033 0.1 -0.1 0.0
C 3.116 -0.026 -3.293 0.0 0.0 0.0
Cl 4.130 1.352 -3.545 0.0 0.0 0.0
O -3.107 0.541 0.139 0.0 0.0 0.0
C -2.315 -0.383 0.470 -0.2 0.2 0.2
O -1.230 -0.253 1.075 0.2 0.1 -0.1
C -2.741 -1.803 0.128 0.0 0.0 -0.1
C -4.069 -2.091 -0.167 0.0 0.0 0.0
C -4.469 -3.395 -0.427 0.0 0.0 0.0
C -3.534 -4.423 -0.412 0.0 0.0 0.0
C -2.202 -4.137 -0.142 0.0 0.0 0.0
C -1.809 -2.833 0.128 0.1 0.0 -0.1
H -4.776 -1.270 -0.169 0.0 0.0 0.0
H -5.510 -3.615 -0.640 0.0 0.0 0.0
H -3.841 -5.441 -0.617 0.0 0.0 0.0
H -1.465 -4.931 -0.151 0.0 0.0 0.0
H -0.771 -2.583 0.314 0.0 0.0 0.0
```
Forces are in eV/Å.

---

This record from OMol25 describes 2 unconnected molecules or ions with the total composition C6H8N4 at a distorted geometry. The level of theory is wB97M-V/def2-TZVPD.

Values from the calculation:
Relative energy (zero: lowest compared OMol25 entry of this formula, charge and spin) = 0.928 eV
Orbital gap (spin up / spin down) = 0.252 / 0.257 Ha
Charge = +2

The geometry in XYZ format:
```
18
Properties=species:S:1:pos:R:3:forces:R:3
C 1.011 -1.437 0.114 -0.6 -1.4 2.8
C 1.546 0.721 -0.684 -0.2 0.6 0.7
C -0.328 -1.031 0.303 0.0 -0.3 -0.5
C 0.237 1.089 -0.417 0.2 0.7 -2.0
C 2.040 -0.548 -0.224 -2.8 1.7 -1.3
C -2.050 0.749 0.305 -0.9 -1.0 -1.9
N 6.048 0.733 0.277 3.4 1.6 -0.3
N 5.089 0.269 0.353 -3.2 -1.5 0.6
N -0.729 0.231 0.020 3.3 0.1 0.1
N 3.245 -0.914 -0.469 1.8 -1.5 0.0
H 1.320 -2.439 0.477 -0.6 0.5 -0.5
H 2.168 1.478 -1.144 0.3 -0.1 0.1
H -1.063 -1.729 0.707 0.1 0.2 -0.2
H -0.038 2.069 -0.846 -0.4 -0.5 0.8
H -2.371 1.488 -0.507 0.1 -1.5 0.8
H -2.597 -0.184 0.503 -0.9 1.0 -0.4
H -1.968 1.318 1.170 0.1 1.0 1.9
H 3.479 -1.784 0.078 0.2 0.5 -0.7
```
Forces are in eV/Å.

---

This record from OMol25 describes 3 unconnected molecules or ions with the total composition C15H40BBrN6O5P2 at a distorted geometry. The level of theory is wB97M-V/def2-TZVPD.

Values from the calculation:
Orbital gap = 0.030 Ha
Charge = -2

The geometry in XYZ format:
```
70
Properties=species:S:1:pos:R:3:forces:R:3
O -4.425 -3.356 -4.130 0.1 0.4 0.6
C -4.730 -3.893 -5.240 0.9 -0.9 -0.8
O -4.042 -4.877 -5.730 -0.8 1.1 0.4
B -6.053 -3.279 -6.037 0.5 -1.0 0.6
C -7.336 -3.434 -4.959 -1.2 -0.3 -0.7
C -7.688 -4.943 -4.927 1.4 3.8 1.9
O -7.322 -5.606 -4.025 -0.5 -1.7 -0.4
Br -8.715 -5.638 -6.486 -0.3 -0.4 -0.2
H -6.267 -3.990 -6.996 -0.2 0.1 -0.4
H -5.928 -2.116 -6.326 0.0 0.5 -0.1
H -8.194 -2.809 -5.305 0.3 -0.7 -0.1
H -7.052 -3.067 -3.946 0.0 -0.8 -0.6
O -2.106 1.673 -2.177 3.9 -0.2 -0.8
P -1.677 0.621 -1.154 -7.6 -0.9 1.5
N -2.740 -0.613 -1.695 0.6 0.0 -0.3
C -3.242 -1.716 -0.893 0.2 -0.2 0.4
C -2.457 -1.120 -3.049 -0.3 0.3 -0.6
N -2.411 1.473 0.180 0.0 0.5 1.3
C -3.840 1.358 0.414 -0.1 -0.4 -0.2
C -2.021 2.876 0.261 0.2 -0.2 -0.2
N -0.925 -0.503 0.009 2.8 1.3 -0.7
C -0.681 -0.131 1.406 -0.1 0.2 0.3
C 0.352 -0.999 -0.544 -0.1 -0.5 -0.3
H -2.518 -2.537 -0.808 0.0 -0.1 0.0
H -4.148 -2.119 -1.352 0.2 0.1 -0.3
H -3.517 -1.414 0.118 0.2 0.2 0.0
H -1.624 -1.834 -3.038 -0.1 -0.2 0.0
H -2.197 -0.312 -3.733 0.0 0.2 0.2
H -3.334 -1.621 -3.471 0.0 -0.3 0.1
H -4.429 1.503 -0.499 -0.1 0.0 0.0
H -4.174 2.090 1.157 0.2 0.2 -0.1
H -4.087 0.388 0.849 -0.1 -0.1 -0.2
H -2.584 3.502 -0.443 0.1 0.0 0.0
H -0.957 2.994 0.036 0.0 0.0 0.0
H -2.181 3.261 1.273 -0.1 -0.1 0.1
H -0.094 0.788 1.498 0.0 0.0 0.2
H -0.139 -0.932 1.920 0.2 -0.1 -0.4
H -1.615 -0.018 1.953 0.0 0.2 -0.2
H 1.107 -0.205 -0.569 0.2 -0.1 0.1
H 0.214 -1.363 -1.567 -0.1 0.1 0.0
H 0.738 -1.838 0.040 -0.1 0.0 0.1
O 2.484 1.622 3.469 1.2 1.9 3.4
P 3.998 1.698 3.276 -1.4 -3.1 -6.9
N 3.935 2.689 1.862 0.0 0.7 0.2
C 4.953 2.762 0.831 0.5 -0.1 0.2
C 3.401 4.030 2.091 -0.5 0.0 0.1
N 4.133 0.031 2.800 0.7 -0.9 0.0
C 3.804 -0.364 1.439 0.1 0.4 -0.3
C 3.502 -0.895 3.738 0.0 0.2 0.2
N 5.780 1.816 3.294 -0.3 0.6 3.0
C 6.633 0.638 3.470 0.1 -0.5 -0.1
C 6.198 2.818 4.297 0.1 0.5 -0.2
H 5.791 3.416 1.112 0.0 0.0 0.0
H 4.517 3.157 -0.091 -0.2 0.0 0.1
H 5.368 1.789 0.576 0.0 0.0 0.2
H 4.161 4.694 2.529 0.0 0.1 -0.1
H 2.547 4.008 2.764 0.0 -0.2 0.0
H 3.053 4.477 1.156 0.1 -0.1 0.0
H 2.849 0.053 1.101 0.0 0.0 -0.1
H 3.755 -1.451 1.343 -0.1 0.0 0.3
H 4.593 -0.064 0.746 -0.1 0.1 -0.1
H 2.417 -0.948 3.598 0.0 0.0 0.1
H 3.692 -0.588 4.770 -0.1 0.0 0.0
H 3.916 -1.900 3.619 0.1 0.1 -0.1
H 6.386 0.077 4.376 0.1 -0.1 -0.1
H 7.684 0.941 3.535 -0.2 0.4 0.2
H 6.575 -0.024 2.610 -0.3 0.0 0.1
H 6.014 2.462 5.317 0.2 0.1 0.0
H 5.641 3.750 4.165 -0.1 -0.1 0.0
H 7.257 3.062 4.193 0.0 -0.1 0.0
```
Forces are in eV/Å.

---

This record from OMol25 describes a molecular structure, C27H31Cl66N2O5S2 at a distorted geometry. The level of theory is wB97M-V/def2-TZVPD.

Values from the calculation:
Orbital gap = 0.275 Ha
Charge = -1

The geometry in XYZ format:
```
133
Properties=species:S:1:pos:R:3:forces:R:3
C 1.001 4.561 1.424 0.3 -1.3 0.4
C 1.057 3.049 0.712 0.0 1.2 -0.2
C 0.624 1.895 1.793 2.1 0.5 -0.5
C 1.565 0.518 1.692 -0.6 0.8 0.4
S -1.237 1.477 1.749 -2.7 -4.1 4.2
O -1.835 2.106 3.032 1.5 -0.5 -3.7
O -1.348 -0.087 1.935 0.9 5.1 -1.5
N -1.980 1.995 0.256 -1.7 0.5 2.7
S -3.716 2.136 0.389 -1.8 -4.0 -6.8
O -4.213 2.727 -0.988 2.4 -1.1 5.5
O -4.468 0.799 0.595 2.7 4.3 0.5
O -4.266 3.217 1.586 -2.8 -3.2 3.5
C -5.110 2.429 2.545 -3.6 -5.2 2.8
N -5.849 1.584 3.235 6.7 8.1 -6.1
H 1.960 4.619 2.128 -2.1 0.2 -1.4
H 0.024 4.610 2.105 2.1 0.1 -1.6
H 1.029 5.390 0.598 -0.1 -1.5 1.8
H 0.371 3.125 -0.233 1.1 -0.6 1.9
H 2.159 2.865 0.325 -2.4 0.3 0.9
H 0.859 2.338 2.877 -1.2 -0.9 -2.3
H 2.651 0.893 1.368 -2.7 -1.1 0.9
H 1.564 0.080 2.802 0.1 0.7 -2.7
H 1.106 -0.253 0.924 1.1 1.6 1.7
C -6.909 -1.449 -0.438 0.2 0.2 0.0
Cl -7.465 -3.082 -0.033 0.1 0.0 -0.1
Cl -5.587 -1.517 -1.617 -0.2 0.0 0.2
Cl -8.249 -0.472 -1.061 0.1 -0.1 0.1
H -6.533 -0.978 0.473 0.0 0.0 -0.3
C 5.726 0.704 0.728 0.0 -0.1 0.1
Cl 4.455 1.754 0.079 0.8 0.2 0.0
Cl 6.615 1.529 2.020 -0.2 -0.2 -0.1
Cl 5.034 -0.815 1.322 0.1 0.2 -0.1
H 6.426 0.471 -0.078 -0.4 0.1 0.4
C 6.631 1.558 -3.752 -0.2 0.1 -0.2
Cl 7.393 0.949 -2.273 0.1 0.0 -0.3
Cl 5.311 0.489 -4.257 0.3 0.2 0.0
Cl 6.037 3.209 -3.511 0.1 -0.2 0.0
H 7.383 1.574 -4.545 -0.3 0.0 0.4
C 9.626 -1.516 -5.032 0.2 0.0 0.1
Cl 8.355 -0.466 -5.682 0.3 -0.3 -0.2
Cl 10.515 -0.691 -3.741 -0.1 0.2 -0.4
Cl 8.934 -3.036 -4.438 -0.5 0.3 -1.0
H 10.326 -1.749 -5.839 -0.4 0.1 0.4
C 8.561 4.633 1.193 -0.1 -0.1 0.0
Cl 9.750 5.854 0.710 -0.1 -0.1 0.1
Cl 7.977 3.739 -0.221 0.1 0.2 0.1
Cl 9.257 3.523 2.386 -0.1 0.3 0.0
H 7.711 5.143 1.653 0.3 -0.2 -0.2
C -6.909 -2.978 -5.084 0.0 0.1 0.1
Cl -7.465 -4.610 -4.679 0.1 0.2 0.0
Cl -5.588 -3.045 -6.263 -0.1 0.0 0.1
Cl -8.249 -2.000 -5.707 0.2 -0.1 0.1
H -6.533 -2.506 -4.172 -0.1 -0.1 -0.3
C 12.951 1.844 2.359 0.0 0.0 -0.1
Cl 12.415 1.207 3.923 0.1 0.0 -0.2
Cl 11.759 1.483 1.098 0.3 -0.1 0.1
Cl 13.237 3.590 2.463 0.0 -0.2 0.0
H 13.892 1.356 2.092 -0.3 0.2 0.1
C 1.764 -1.130 -2.679 -0.2 0.1 -0.1
Cl 0.096 -0.682 -2.283 0.3 0.0 -0.1
Cl 2.905 0.007 -1.940 -0.4 -0.3 -0.1
Cl 2.106 -2.786 -2.150 0.0 0.1 -0.1
H 1.885 -1.083 -3.764 0.0 -0.1 0.4
C -8.949 2.870 5.366 0.0 0.3 -0.2
Cl -9.485 2.234 6.930 0.0 0.2 -0.1
Cl -10.141 2.510 4.105 0.1 0.4 0.2
Cl -8.663 4.616 5.470 0.0 -0.2 0.0
H -8.008 2.382 5.100 -0.2 0.4 0.0
C 2.583 -6.509 -4.270 -0.1 -0.1 0.0
Cl 3.664 -5.432 -5.171 -0.1 -0.1 0.0
Cl 2.842 -6.333 -2.526 0.0 -0.1 -0.2
Cl 0.892 -6.181 -4.684 0.2 0.0 0.3
H 2.813 -7.540 -4.551 -0.1 0.4 0.1
C 11.372 -3.715 -0.731 0.1 -0.1 -0.1
Cl 11.240 -2.232 0.229 0.0 -0.1 -0.1
Cl 10.717 -5.096 0.164 0.1 0.1 -0.1
Cl 10.537 -3.527 -2.283 0.6 -0.5 1.1
H 12.430 -3.903 -0.930 -0.5 0.0 0.1
C 0.172 -7.894 -8.680 0.0 0.1 -0.1
Cl -1.496 -7.446 -8.284 0.2 -0.1 -0.1
Cl 1.313 -6.757 -7.941 -0.1 -0.2 -0.3
Cl 0.514 -9.550 -8.151 0.0 0.1 -0.1
H 0.293 -7.847 -9.765 -0.1 0.0 0.4
C 15.534 -3.203 -0.629 0.1 0.1 -0.1
Cl 14.263 -2.153 -1.279 0.4 0.0 0.0
Cl 16.423 -2.377 0.662 -0.1 -0.1 -0.2
Cl 14.842 -4.722 -0.036 0.1 0.1 -0.1
H 16.234 -3.435 -1.436 -0.2 0.1 0.3
C -14.034 3.019 2.284 0.0 -0.1 0.1
Cl -14.142 3.600 3.954 0.0 -0.1 -0.4
Cl -14.033 4.380 1.150 -0.1 -0.1 0.1
Cl -12.584 2.024 2.064 -0.3 0.1 -0.1
H -14.911 2.399 2.078 0.3 0.2 0.0
C -11.002 6.649 -0.150 0.0 -0.1 0.2
Cl -9.812 7.870 -0.634 -0.2 -0.1 0.1
Cl -11.586 5.756 -1.565 0.0 0.1 0.1
Cl -10.305 5.540 1.042 -0.1 0.2 -0.1
H -11.851 7.160 0.310 0.3 -0.2 -0.2
C 10.463 -2.635 -9.212 -0.1 0.0 -0.1
Cl 9.193 -1.585 -9.861 0.2 -0.2 0.1
Cl 11.353 -1.810 -7.920 0.1 0.2 -0.6
Cl 9.772 -4.154 -8.618 -0.2 0.2 -0.2
H 11.164 -2.867 -10.018 -0.2 0.1 0.3
C -1.104 4.541 5.893 -0.1 -0.2 -0.2
Cl -1.212 5.123 7.563 0.0 0.0 -0.1
Cl -1.103 5.903 4.759 0.0 -0.2 0.1
Cl 0.345 3.547 5.673 -0.2 0.1 0.1
H -1.981 3.922 5.687 0.3 0.2 0.0
C -8.098 -1.379 3.938 0.2 0.1 -0.2
Cl -8.230 0.104 4.899 0.4 -1.0 -0.4
Cl -8.753 -2.761 4.834 0.2 -0.3 -0.6
Cl -8.933 -1.192 2.387 0.1 0.1 0.3
H -7.040 -1.568 3.739 -0.3 0.1 0.1
C -15.388 6.262 6.302 0.1 0.0 -0.1
Cl -16.830 5.282 5.985 0.1 0.1 0.0
Cl -15.673 7.368 7.657 0.0 -0.1 -0.2
Cl -13.990 5.225 6.629 -0.2 0.3 0.1
H -15.174 6.858 5.411 -0.1 -0.2 0.3
C -10.527 -1.903 8.475 0.1 0.2 -0.1
Cl -10.956 -3.547 7.972 0.0 0.1 0.1
Cl -9.783 -1.918 10.082 -0.1 0.0 -0.1
Cl -9.440 -1.155 7.292 -0.7 -0.1 1.1
H -11.443 -1.309 8.525 0.3 -0.2 0.0
C -12.114 -3.435 3.264 0.1 0.1 0.0
Cl -12.798 -4.935 2.613 0.1 0.1 0.1
Cl -12.535 -2.059 2.230 0.1 -0.2 0.1
Cl -12.677 -3.163 4.922 0.1 0.0 -0.2
H -11.025 -3.532 3.281 -0.3 0.1 0.0
C 13.895 -5.007 -6.370 -0.1 -0.1 0.1
Cl 14.976 -3.930 -7.271 -0.1 -0.1 0.1
Cl 14.154 -4.831 -4.626 0.0 0.0 -0.1
Cl 12.203 -4.678 -6.784 0.6 -0.4 0.3
H 14.124 -6.038 -6.651 -0.1 0.4 0.1
```
Forces are in eV/Å.

---

This record from OMol25 describes a gas-phase ion, C3H5O5S2 (charge -1) at a distorted geometry. The level of theory is wB97M-V/def2-TZVPD.

Values from the calculation:
Relative energy (zero: lowest compared OMol25 entry of this formula, charge and spin) = 0.728 eV
Orbital gap = 0.310 Ha
Charge = -1

The geometry in XYZ format:
```
15
Properties=species:S:1:pos:R:3:forces:R:3
C 0.128 1.577 0.937 0.5 -0.4 1.5
C -0.034 -0.482 -0.393 4.4 0.3 2.6
C -0.597 0.533 0.527 1.1 -1.5 1.7
O -0.693 1.981 -2.537 0.6 0.8 2.0
O 1.990 3.513 1.083 -0.6 -3.0 -0.6
O 2.818 1.187 0.499 -0.8 0.5 0.6
O 1.443 2.412 -1.114 1.3 -0.5 2.1
O -0.077 4.242 -2.087 0.6 2.0 -0.4
S 1.767 2.185 0.446 -0.3 2.2 -3.1
S -0.303 2.976 -1.472 -2.0 -2.0 -2.2
H 0.897 0.068 -0.645 -0.6 -1.1 -1.6
H -0.719 -0.779 -1.086 -1.3 -0.8 -2.4
H 0.464 -1.416 0.150 -1.6 1.7 -0.6
H -0.051 2.140 1.829 -0.9 0.3 0.3
H -1.416 0.072 1.087 -0.4 1.4 0.2
```
Forces are in eV/Å.

---

This record from OMol25 describes a molecular structure, C5H5N2O2S at a distorted geometry. The level of theory is wB97M-V/def2-TZVPD.

Values from the calculation:
Relative energy (zero: lowest compared OMol25 entry of this formula, charge and spin) = 2.419 eV
Orbital gap = 0.278 Ha
Charge = -1

The geometry in XYZ format:
```
15
Properties=species:S:1:pos:R:3:forces:R:3
C -0.355 -2.184 0.462 1.8 0.7 -0.4
C 0.770 -1.403 0.517 1.1 -2.6 2.0
C -0.644 -0.644 -0.971 1.9 1.1 -0.9
C 1.245 1.577 -1.957 -3.0 2.7 3.0
C 1.322 0.763 -0.464 2.8 -1.1 -1.9
N -1.138 -1.740 -0.514 -3.5 0.6 -1.6
N 0.603 -0.445 -0.422 -0.1 1.2 0.7
O 1.881 0.989 -2.759 1.9 -2.0 -2.1
O 0.544 2.610 -1.976 0.5 -0.9 0.2
S 2.759 0.766 0.375 -0.9 0.9 0.0
H -0.632 -3.090 0.900 0.1 -1.1 1.0
H 1.694 -1.666 1.102 -1.2 1.1 -0.9
H -0.833 0.092 -1.765 -1.0 -0.8 0.3
H -0.706 1.083 1.339 1.7 -1.2 0.4
H -0.045 0.604 1.438 -2.1 1.5 0.1
```
Forces are in eV/Å.